DFT (ωB97M-V/def2-TZVPD) results for a cluster of 11 separate species, C63H158N10O21 in total at a distorted geometry.

Properties
electronic energy	-125778.43546	eV
HOMO level	-8.48	eV
SMILES	COCCNCCOC.COCCNCCOC.COCCNCCOC.COCCNCCOC.COCCNCCOC.COCCNCCOC.COCCNCCOC.COCCNCCOC.COCCNCCOC.COCCNCCOC.CC(C)O
relative energy (zero: lowest compared OMol25 entry of this formula, charge and spin)	0.000	eV
lowest unoccupied orbital energy	0.500	eV
molar mass	1392.006	g/mol
spin multiplicity	1
gap between HOMO and LUMO	9.0	eV

```
252
Properties=species:S:1:pos:R:3:forces:R:3
C -6.8697 -25.3231 -4.0856 0.020 -0.531 -0.538
O -6.1619 -26.4184 -3.5263 -0.015 0.787 0.187
C -5.8686 -26.1359 -2.1586 -0.844 -1.113 0.148
C -5.1684 -27.3715 -1.5978 -0.201 0.770 -0.164
N -3.7708 -27.3413 -1.9911 0.386 -0.625 0.267
C -3.0349 -28.5111 -1.4567 -0.725 0.848 -0.227
C -1.5649 -28.3363 -1.7729 -0.500 -0.447 -0.053
O -0.8141 -29.2351 -0.9831 0.306 -0.405 0.304
C 0.5388 -29.2441 -1.3655 0.479 0.738 -0.337
H -7.0136 -25.4892 -5.1547 0.252 -0.177 0.024
H -6.2903 -24.4050 -3.9666 -0.252 0.192 0.160
H -7.8804 -25.2677 -3.6709 0.108 0.334 0.326
H -6.7995 -25.9890 -1.5933 -0.213 -0.068 -0.170
H -5.3271 -25.1967 -2.0364 0.481 -0.165 -0.174
H -5.6925 -28.2707 -1.9500 -0.104 0.070 -0.171
H -5.3095 -27.3862 -0.5139 0.508 0.153 0.078
H -3.7531 -27.4310 -3.0037 -0.011 0.261 -0.013
H -3.4778 -29.4135 -1.8949 0.366 -0.322 0.244
H -3.2142 -28.5078 -0.3798 0.234 -0.206 0.051
H -1.3076 -27.2892 -1.5821 0.252 -0.039 -0.008
H -1.3933 -28.5670 -2.8299 0.111 0.254 -0.052
H 0.6578 -29.4344 -2.4379 -0.124 -0.149 -0.036
H 1.1490 -29.9640 -0.8200 -0.476 -0.279 0.216
H 0.9851 -28.2617 -1.1607 -0.063 -0.169 -0.337
C 1.1643 -20.1133 3.2871 -0.334 0.509 0.384
O 0.1723 -21.1074 3.3732 -0.658 0.055 -0.481
C 0.6515 -22.3731 3.7563 1.100 0.206 0.895
C 1.1951 -23.1901 2.6021 -0.785 -0.976 -0.256
N 0.2412 -23.3159 1.4982 0.037 0.403 -0.185
C -0.8803 -24.1908 1.7686 -0.101 -0.804 -0.629
C -1.7363 -24.4375 0.5380 -0.337 0.140 0.786
O -2.4223 -23.2847 0.0942 0.496 0.201 -0.335
C -3.3843 -23.6444 -0.8630 -0.873 -0.070 0.220
H 0.6786 -19.1577 3.0865 -0.236 -0.129 -0.155
H 1.8991 -20.2682 2.4943 0.180 -0.297 0.100
H 1.6237 -19.9981 4.2682 0.478 -0.102 -0.146
H -0.1188 -22.9244 4.2981 -0.409 0.158 -0.397
H 1.4305 -22.2241 4.5189 0.148 -0.119 -0.147
H 1.3120 -24.2184 2.9613 0.378 0.096 0.110
H 2.1606 -22.8741 2.1987 -0.030 0.322 0.179
H -0.1000 -22.3885 1.2620 -0.079 -0.062 -0.015
H -1.5151 -23.9755 2.6370 0.012 0.494 -0.037
H -0.5072 -25.2071 1.9427 0.373 0.153 0.297
H -2.4865 -25.1746 0.8571 0.012 -0.222 -0.242
H -1.1155 -24.8659 -0.2562 -0.029 0.051 -0.157
H -3.8138 -22.7731 -1.3575 0.422 0.245 0.049
H -4.2337 -24.1093 -0.3435 0.032 -0.266 -0.071
H -3.0227 -24.3510 -1.6153 0.192 0.011 0.026
C 13.3303 -26.5384 3.3024 0.203 0.024 0.283
O 13.1055 -26.0132 4.5924 -0.319 0.235 0.148
C 13.3449 -26.9433 5.6233 0.269 0.234 0.369
C 12.8969 -26.4116 6.9716 -0.467 -0.070 0.281
N 11.4462 -26.5092 7.2328 0.810 0.346 0.098
C 10.5885 -25.6734 6.3890 0.321 -0.447 -0.098
C 9.1716 -25.7830 6.9293 0.981 0.109 -0.579
O 9.1444 -25.0923 8.1639 -0.686 -0.209 -0.266
C 7.8387 -25.0720 8.7021 -0.101 0.188 -0.052
H 14.3533 -26.9243 3.2107 0.020 0.002 -0.016
H 13.2095 -25.7006 2.6193 -0.084 -0.158 -0.173
H 12.6254 -27.3431 3.0781 -0.062 0.084 -0.139
H 14.4276 -27.1091 5.6877 0.044 -0.272 -0.077
H 12.8362 -27.8931 5.4266 -0.006 -0.066 -0.056
H 13.2828 -25.4028 7.1697 -0.008 0.196 -0.509
H 13.3589 -27.0078 7.7623 0.111 -0.271 -0.210
H 11.3794 -26.1698 8.1881 -0.527 -0.117 -0.014
H 10.6699 -26.0555 5.3682 -0.311 -0.118 0.028
H 10.9356 -24.6345 6.3108 -0.169 0.149 0.279
H 8.9585 -26.8499 7.0445 -0.200 -0.041 0.234
H 8.4660 -25.3789 6.1992 -0.164 0.272 0.181
H 7.1010 -24.6428 8.0123 0.189 0.220 -0.188
H 7.8824 -24.4425 9.5865 -0.117 -0.169 0.174
H 7.4476 -26.0707 8.9171 0.272 -0.131 0.261
C 4.4665 -28.5446 -1.7408 -0.430 1.147 -0.571
O 5.2687 -29.5345 -1.1761 -0.191 -0.249 -0.142
C 5.2164 -29.5341 0.2322 0.753 -0.583 1.574
C 6.2220 -28.5381 0.8131 -1.183 0.158 -0.067
N 7.5570 -28.9098 0.4321 1.024 0.737 -0.394
C 8.5298 -27.8056 0.5211 0.505 -0.650 -0.363
C 9.1989 -27.8220 1.8942 -1.384 0.814 -0.140
O 10.2288 -26.8808 2.0420 0.325 -0.161 -0.581
C 9.8614 -25.5114 2.1591 1.040 -0.580 0.861
H 4.6515 -28.4045 -2.8093 0.270 -0.663 -0.020
H 4.6569 -27.5328 -1.3559 0.022 -0.181 0.464
H 3.3919 -28.7393 -1.6387 0.002 -0.164 0.222
H 5.5041 -30.5158 0.6237 0.217 -0.219 -0.629
H 4.2182 -29.4261 0.6694 -0.207 0.620 -0.465
H 6.1711 -28.4778 1.9049 -0.320 -0.319 -0.010
H 5.8511 -27.5544 0.4818 0.589 0.150 -0.216
H 7.6185 -29.2621 -0.5134 -0.527 -0.072 -0.004
H 8.1106 -26.8286 0.2484 -0.269 0.077 0.360
H 9.3031 -27.9639 -0.2378 0.070 -0.174 0.098
H 9.5458 -28.8339 2.0901 0.382 0.131 0.030
H 8.3948 -27.5989 2.6149 0.129 -0.148 0.274
H 10.8253 -25.0601 2.4035 -0.152 0.348 0.085
H 9.2224 -25.4165 3.0427 -0.351 0.286 -0.188
H 9.4846 -24.9831 1.2826 -0.391 -0.457 -0.154
C 6.4202 -15.7532 3.6239 -0.149 0.038 0.362
O 5.7860 -16.8710 4.2094 0.217 -0.155 0.194
C 5.3587 -16.5664 5.5204 0.109 0.467 0.355
C 4.9386 -17.8051 6.2829 0.027 -0.127 -0.705
N 3.6806 -18.3647 5.8158 -0.574 -1.107 0.456
C 3.3730 -19.6694 6.4799 0.622 1.275 -0.336
C 4.3056 -20.8070 6.0752 -0.569 -0.259 0.131
O 3.7754 -21.4530 4.9280 0.336 0.263 -0.181
C 4.6585 -22.4361 4.4069 -0.799 -0.180 0.526
H 6.7034 -16.0199 2.6100 -0.088 0.098 -0.054
H 7.3110 -15.4591 4.1922 0.096 -0.153 -0.035
H 5.7467 -14.8884 3.6544 -0.023 0.009 -0.338
H 4.5870 -15.7871 5.4701 -0.409 -0.329 0.044
H 6.1513 -16.0742 6.1031 0.355 -0.217 -0.180
H 4.8663 -17.5439 7.3403 -0.302 0.045 0.018
H 5.7440 -18.5476 6.2173 0.282 0.190 -0.028
H 3.7016 -18.6470 4.8399 0.418 0.697 -0.217
H 2.3426 -19.8872 6.2097 -0.008 -0.415 0.189
H 3.4314 -19.5148 7.5577 -0.079 -0.024 0.056
H 4.3612 -21.4792 6.9410 0.110 -0.422 -0.212
H 5.3223 -20.4848 5.8375 0.058 0.252 0.178
H 4.7579 -23.2104 5.1734 0.361 -0.130 -0.178
H 5.6378 -22.0478 4.1174 0.012 0.218 0.120
H 4.1776 -22.8815 3.5375 0.014 0.034 -0.001
C 4.8186 -27.5072 8.0484 -0.153 1.039 0.004
O 5.6740 -27.5250 6.9294 0.191 0.060 -0.071
C 5.9289 -28.7876 6.3597 -0.200 -0.573 -0.434
C 4.7256 -29.3333 5.5706 0.523 0.249 -0.155
N 4.6044 -28.6785 4.2538 -0.321 0.017 0.889
C 3.3098 -29.0166 3.6454 -0.084 0.191 -0.660
C 2.9933 -30.4957 3.5315 0.541 -0.302 0.400
O 2.2266 -30.9247 4.6492 0.000 0.035 -0.227
C 1.9537 -32.3105 4.6122 -0.248 0.020 0.273
H 5.0939 -28.2180 8.8316 -0.015 -0.180 -0.161
H 3.7597 -27.5755 7.7785 0.038 -0.492 0.027
H 4.9242 -26.4906 8.4416 0.050 -0.157 0.223
H 6.2753 -29.5000 7.1185 -0.323 -0.014 0.182
H 6.7846 -28.6650 5.6914 -0.121 0.154 -0.151
H 3.8072 -29.1573 6.1448 0.039 -0.416 0.219
H 4.8506 -30.3976 5.3681 -0.039 -0.064 0.409
H 4.4980 -27.6931 4.5018 0.414 0.116 -0.498
H 3.3486 -28.6149 2.6286 -0.150 0.179 0.082
H 2.4892 -28.5269 4.1814 -0.107 -0.096 -0.093
H 3.9475 -31.0425 3.5227 -0.025 -0.112 -0.125
H 2.4727 -30.7689 2.6069 -0.099 0.262 -0.089
H 1.1920 -32.5774 3.8726 0.315 0.123 0.069
H 1.5429 -32.5557 5.5904 0.167 -0.184 0.053
H 2.8492 -32.9011 4.4051 0.128 -0.001 0.141
C 6.3535 -25.3634 4.7128 -0.473 0.390 -0.015
O 5.3375 -25.3444 3.7277 -0.160 -0.348 0.014
C 5.9171 -25.3571 2.4374 0.443 0.555 -0.237
C 4.8594 -25.1501 1.3696 -0.502 -0.441 0.974
N 3.8324 -26.1982 1.4287 0.315 0.326 -0.437
C 2.7273 -25.9124 0.4940 0.657 0.307 0.941
C 1.6469 -26.9376 0.7617 0.733 0.239 -0.523
O 1.2721 -26.8480 2.1207 -0.496 -0.221 -0.056
C 0.4282 -27.9546 2.4149 -0.312 0.340 -0.079
H 5.8904 -25.3921 5.6972 -0.087 -0.178 -0.050
H 6.9110 -24.4202 4.6464 0.393 -0.213 -0.042
H 6.9900 -26.2454 4.5956 0.158 0.094 0.010
H 6.5242 -26.2576 2.2967 -0.300 -0.210 -0.051
H 6.6341 -24.5247 2.3734 -0.010 0.068 -0.104
H 5.3425 -25.1130 0.3922 -0.086 -0.005 -0.086
H 4.3701 -24.1882 1.5665 0.275 0.260 -0.282
H 3.4850 -26.2077 2.3820 -0.149 -0.058 -0.069
H 3.1875 -25.9168 -0.4975 -0.452 -0.496 -0.261
H 2.3224 -24.8941 0.5986 -0.106 -0.005 0.251
H 2.0751 -27.9289 0.5641 -0.069 -0.079 0.089
H 0.7915 -26.8009 0.0901 -0.168 0.115 0.209
H 1.0284 -28.8636 2.4419 -0.177 -0.238 -0.056
H -0.3663 -28.0358 1.6659 0.098 -0.199 -0.163
H -0.0878 -27.8180 3.3642 0.372 0.216 0.138
C 2.6075 -25.4802 5.2073 -0.711 -0.097 0.497
O 1.5182 -25.7399 6.0835 -0.070 0.284 0.573
C 1.2708 -27.1273 6.2151 0.378 0.243 -0.890
C 0.5175 -27.4137 7.4870 0.336 1.118 1.167
N 0.5583 -28.8056 7.8894 -0.237 0.047 -0.851
C -0.1847 -29.6468 6.9300 0.808 -0.271 0.934
C -0.2834 -31.0485 7.5017 -0.071 0.374 -0.106
O -1.2910 -31.1028 8.4913 0.143 0.157 0.085
C -1.3135 -32.3091 9.2179 -0.282 -0.342 0.188
H 3.4760 -26.0304 5.5826 0.185 -0.034 -0.412
H 2.8196 -24.4130 5.2462 -0.070 -0.005 -0.036
H 2.2915 -25.7596 4.1983 0.511 -0.135 -0.159
H 2.2352 -27.6493 6.2146 -0.027 -0.205 0.305
H 0.7789 -27.4490 5.2900 -0.320 -0.266 0.149
H -0.4749 -26.9364 7.5099 -0.246 -0.405 -0.568
H 1.0224 -26.8208 8.2626 0.248 -0.201 -0.068
H 0.1485 -28.8894 8.8112 -0.127 -0.108 -0.041
H 0.4215 -29.7816 6.0301 -0.071 0.423 -0.049
H -1.1506 -29.1847 6.6997 -0.191 -0.335 -0.193
H 0.6774 -31.2712 7.9772 0.147 -0.096 -0.170
H -0.4269 -31.7439 6.6642 -0.364 -0.251 0.246
H -0.3656 -32.8537 9.1898 0.027 0.029 -0.307
H -2.1267 -32.9335 8.8384 0.163 -0.242 -0.027
H -1.5062 -32.1410 10.2798 -0.128 0.391 -0.093
C 8.5479 -22.3363 2.7488 -0.684 0.127 -0.430
O 8.1201 -22.6449 1.4367 0.187 0.018 -0.339
C 6.9341 -21.9970 1.0218 -0.111 -0.106 0.772
C 6.6042 -22.4242 -0.3937 -0.378 0.968 0.388
N 5.1752 -22.5216 -0.6155 0.049 -1.003 -0.728
C 4.8930 -23.0638 -1.9452 -0.968 0.695 0.668
C 3.4109 -22.8096 -2.2276 0.452 -0.376 0.315
O 3.1174 -21.4337 -2.0307 -0.084 -0.751 -0.028
C 1.7347 -21.1961 -1.8272 -0.003 0.923 0.013
H 7.6785 -22.3484 3.4178 0.180 -0.276 0.218
H 8.9732 -21.3315 2.8303 0.226 -0.036 -0.148
H 9.2668 -23.1129 2.9859 0.109 0.193 0.409
H 7.0390 -20.9076 1.0873 0.139 0.072 -0.049
H 6.1174 -22.2553 1.7111 -0.070 -0.171 -0.074
H 7.0266 -23.4082 -0.6001 0.184 0.033 0.064
H 7.0835 -21.6631 -1.0242 0.071 -0.348 -0.498
H 4.5573 -21.7379 -0.4638 0.654 0.526 0.120
H 5.0584 -24.1439 -1.9119 0.107 -0.073 -0.315
H 5.4864 -22.6053 -2.7443 0.221 -0.030 0.021
H 2.8333 -23.3863 -1.4980 -0.119 -0.130 -0.059
H 3.1815 -23.1725 -3.2330 -0.232 0.236 -0.112
H 1.2611 -20.9084 -2.7704 -0.100 -0.145 0.002
H 1.6784 -20.3418 -1.1480 -0.125 0.018 -0.096
H 1.1717 -22.0088 -1.3617 0.312 -0.275 -0.064
C -0.1816 -34.0773 -3.8336 0.235 -0.171 0.508
O -0.9277 -34.5659 -2.7446 -0.611 -0.454 -0.008
C -0.5353 -34.1232 -1.4610 -0.665 0.525 -0.504
C -0.9460 -32.6633 -1.2280 1.642 0.697 -0.064
N -0.4679 -32.2105 0.0820 -0.541 -0.111 0.181
C -1.1469 -32.8659 1.1960 0.451 -0.695 -0.147
C -0.8386 -32.2044 2.5097 -0.201 0.895 -0.580
O -1.5544 -30.9739 2.5768 -0.122 0.032 -0.088
C -1.3953 -30.3497 3.8335 0.564 -0.345 -0.157
H 0.8747 -34.3581 -3.7289 0.053 0.135 0.010
H -0.2621 -32.9899 -3.9083 0.023 -0.021 -0.288
H -0.5656 -34.5816 -4.7169 -0.090 0.227 -0.088
H 0.5434 -34.2768 -1.3688 0.052 0.218 0.420
H -1.0895 -34.7230 -0.7413 0.219 -0.399 -0.111
H -1.9995 -32.4665 -1.4498 -0.220 -0.372 0.284
H -0.3823 -32.0467 -1.9354 -0.133 -0.007 -0.136
H -0.5251 -31.2029 0.1710 -0.369 -0.015 -0.147
H -0.7190 -33.8732 1.2342 -0.155 -0.097 0.261
H -2.2294 -33.0046 1.0724 -0.081 0.297 -0.087
H 0.2354 -31.9780 2.4992 -0.124 -0.069 0.185
H -1.1032 -32.8322 3.3648 0.052 -0.131 0.040
H -1.8279 -30.9941 4.6076 -0.029 0.236 0.189
H -1.8535 -29.3629 3.8299 -0.289 -0.144 -0.113
H -0.3251 -30.2056 4.0391 -0.073 -0.085 0.142
C 1.8737 -27.2133 -5.6984 -0.291 0.031 -0.975
C 1.4505 -27.0464 -4.2665 0.419 0.482 0.572
C 2.0855 -25.8540 -3.5676 0.415 0.069 -0.563
O 0.0398 -26.8538 -4.1712 -0.047 -0.496 -0.173
H 1.5898 -26.3043 -6.2414 0.056 -0.092 -0.127
H 1.3461 -28.0535 -6.1557 -0.162 0.096 0.069
H 2.9270 -27.4002 -5.9119 0.136 0.158 0.530
H 1.7255 -27.9479 -3.7116 -0.418 -0.012 0.071
H 1.6542 -25.7606 -2.5727 0.311 0.025 0.162
H 1.8731 -24.9290 -4.1166 -0.224 -0.073 -0.024
H 3.1779 -25.9216 -3.5802 -0.041 -0.112 0.426
H -0.1394 -25.9901 -4.5623 -0.106 -0.074 0.024
```
Forces are in eV/Å.